[1]
One molecule with the formula C4H7NO. Source: the OMol25 dataset; level of theory: ωB97M-V with the def2-TZVPD basis set.

Highest occupied orbital energy (eV): -9.97
SMILES: COC12CN1C2
Energy above the lowest of the compared OMol25 structures with the same formula, charge and spin (kJ/mol): 353.1
Orbital gap (eV): 11.1

Last column: Löwdin charge in e.
Atoms and positions in Å:
C (0.365, 1.454, 1.098)  -0.075
N (0.559, -0.367, -0.917)  0.032
C (0.406, -1.616, -0.137)  -0.050
C (-0.463, -0.478, 0.129)  -0.476
O (-0.476, 0.308, 1.246)  -0.075
C (-0.879, -0.187, -1.239)  -0.052
H (-0.091, 2.197, 0.430)  0.089
H (0.501, 1.882, 2.090)  0.090
H (1.325, 1.158, 0.669)  0.085
H (0.074, -2.518, -0.653)  0.105
H (1.193, -1.757, 0.602)  0.114
H (-1.153, 0.849, -1.437)  0.109
H (-1.362, -0.925, -1.882)  0.104

***

[2]
C6H14CoO3 as an isolated structure. Source: the OMol25 dataset; level of theory: ωB97M-V with the def2-TZVPD basis set.

Charge: +1
<S²>: 6.02
Highest occupied orbital energy (spin up / spin down) (eV): -12.13 / -13.29
Energy above the lowest of the compared OMol25 structures with the same formula, charge and spin (kJ/mol): 86.4
Spin multiplicity: 5
Orbital gap (spin up / spin down) (eV): 8.3 / 8.5

Last column: Löwdin charge in e.
Atoms and positions in Å:
C (4.080, 3.523, 0.315)  -0.303
O (3.825, 3.927, 1.622)  -0.276
C (2.786, 3.382, -0.485)  -0.141
O (1.891, 2.616, 0.341)  -0.235
C (0.531, 2.583, 0.006)  -0.182
C (-0.225, 2.029, 1.179)  -0.152
O (0.265, 2.655, 2.375)  -0.297
C (-0.567, 2.431, 3.513)  -0.029
Co (2.176, 3.183, 2.236)  1.062
H (4.611, 2.549, 0.288)  0.129
H (4.718, 4.246, -0.226)  0.135
H (2.936, 2.865, -1.443)  0.144
H (2.323, 4.364, -0.664)  0.141
H (0.208, 1.950, -1.172)  0.144
H (0.161, 3.563, -0.324)  0.134
H (-0.095, 0.939, 1.277)  0.151
H (-1.297, 2.244, 1.066)  0.150
H (-0.103, 2.929, 4.369)  0.107
H (-1.560, 2.860, 3.325)  0.113
H (-0.655, 1.354, 3.708)  0.114
C (-0.280, 1.196, -2.718)  0.047
H (-1.006, 0.425, -2.452)  0.013
H (-0.704, 2.000, -3.320)  0.016
H (0.646, 0.786, -3.128)  0.014

***

[3]
One molecule with the formula C2H6N2O. Source: the OMol25 dataset; level of theory: ωB97M-V with the def2-TZVPD basis set.

Highest occupied orbital energy (eV): -8.04
SMILES: C/C(N)=N\O
Energy above the lowest of the compared OMol25 structures with the same formula, charge and spin (kJ/mol): 403.6
Orbital gap (eV): 8.7

Last column: Löwdin charge in e.
Atoms and positions in Å:
C (0.035, 1.007, 0.323)  -0.019
C (0.338, -0.384, -0.015)  -0.479
N (1.286, -0.665, -0.973)  0.091
O (-1.582, -1.086, 0.966)  -0.147
N (-0.434, -1.380, 0.353)  -0.045
H (-1.852, 0.027, 0.803)  0.135
H (1.554, 0.075, -1.600)  0.083
H (1.197, -1.574, -1.403)  0.093
H (0.139, 1.196, 1.389)  0.081
H (-1.267, 1.052, 0.430)  0.126
H (0.585, 1.733, -0.272)  0.081

***

[4]
One molecule with the formula H4S2Si. Source: the OMol25 dataset; level of theory: ωB97M-V with the def2-TZVPD basis set.

Highest occupied orbital energy (eV): -9.60
SMILES: S[SiH2]S
Energy above the lowest of the compared OMol25 structures with the same formula, charge and spin (kJ/mol): 0.0
Orbital gap (eV): 10.3

Last column: Löwdin charge in e.
Atoms and positions in Å:
Si (-0.039, -0.669, 0.300)  -0.086
S (1.576, 0.660, -0.044)  0.341
S (-1.798, 0.499, -0.138)  0.326
H (0.079, -1.768, -0.675)  -0.087
H (0.075, -1.011, 1.879)  -0.043
H (2.279, -0.397, -0.410)  -0.227
H (-1.266, 0.889, -1.283)  -0.225

***

[5]
One molecule with the formula C3H4N2O. Source: the OMol25 dataset; level of theory: ωB97M-V with the def2-TZVPD basis set.

Highest occupied orbital energy (eV): -9.58
SMILES: C1=NN=COC1
Energy above the lowest of the compared OMol25 structures with the same formula, charge and spin (kJ/mol): 435.0
Orbital gap (eV): 10.1

Last column: Löwdin charge in e.
Atoms and positions in Å:
C (-0.830, 0.988, -0.501)  -0.143
C (0.165, -0.270, 1.229)  -0.360
C (0.141, 0.197, -1.226)  -0.253
H (-0.775, 2.196, -0.800)  0.178
H (-1.977, 0.644, -0.533)  0.170
H (0.400, -0.064, 2.468)  0.198
H (0.422, 0.451, -2.277)  0.125
N (0.754, -1.151, 0.543)  0.066
N (0.619, -0.893, -0.954)  0.074
O (-0.567, 0.699, 0.875)  -0.056

***

[6]
C35H23Cl2N5NaO4PS as an isolated structure. Source: the OMol25 dataset; level of theory: ωB97M-V with the def2-TZVPD basis set.

Charge: -2
Highest occupied orbital energy (eV): -2.45
Energy above the lowest of the compared OMol25 structures with the same formula, charge and spin (kJ/mol): 15.1
Orbital gap (eV): 6.3

Last column: Löwdin charge in e.
Atoms and positions in Å:
Na (-1.287, 1.346, -0.547)  0.317
Cl (-0.053, 5.575, -0.428)  0.668
C (1.388, 4.602, -0.513)  -0.617
C (2.602, 5.188, -0.161)  -0.161
C (3.767, 4.465, -0.176)  -0.632
Cl (5.272, 5.249, 0.270)  0.602
C (3.758, 3.100, -0.545)  -0.189
C (4.908, 2.280, -0.571)  -0.053
C (4.800, 0.968, -0.940)  -0.072
C (3.531, 0.470, -1.293)  -0.159
N (2.444, 1.199, -1.276)  0.150
C (2.520, 2.500, -0.909)  -0.123
C (1.252, 3.249, -0.908)  -0.435
O (0.164, 2.707, -1.225)  -0.100
H (2.612, 6.230, 0.133)  0.095
H (5.863, 2.706, -0.294)  0.074
H (5.666, 0.318, -0.969)  0.090
H (3.417, -0.569, -1.606)  0.092
O (-4.338, -1.000, -1.685)  -0.022
C (-3.146, -1.232, -1.409)  -0.617
O (-2.161, -0.464, -1.582)  -0.108
C (-2.819, -2.611, -0.828)  -0.117
C (-3.783, -3.610, -0.951)  -0.032
C (-3.543, -4.899, -0.511)  -0.098
C (-2.318, -5.204, 0.069)  -0.103
C (-1.360, -4.213, 0.214)  -0.112
C (-1.591, -2.901, -0.219)  -0.261
P (-0.309, -1.576, -0.026)  1.164
C (0.767, -2.255, 1.304)  -0.379
C (0.228, -2.726, 2.505)  -0.136
C (1.040, -3.023, 3.592)  -0.102
C (2.412, -2.830, 3.514)  -0.111
C (2.960, -2.329, 2.342)  -0.088
C (2.147, -2.040, 1.254)  -0.089
C (0.688, -1.951, -1.531)  -0.339
C (1.406, -3.139, -1.677)  -0.103
C (2.131, -3.397, -2.831)  -0.105
C (2.137, -2.467, -3.865)  -0.113
C (1.423, -1.287, -3.732)  -0.085
C (0.703, -1.025, -2.570)  -0.093
H (-4.723, -3.323, -1.406)  0.109
H (-4.304, -5.663, -0.622)  0.090
H (-2.104, -6.211, 0.412)  0.091
H (-0.418, -4.467, 0.677)  0.087
H (-0.843, -2.871, 2.594)  0.106
H (0.592, -3.398, 4.505)  0.095
H (3.046, -3.051, 4.367)  0.090
H (4.026, -2.146, 2.270)  0.097
H (2.593, -1.625, 0.358)  0.083
H (1.405, -3.867, -0.875)  0.098
H (2.685, -4.325, -2.924)  0.091
H (2.702, -2.664, -4.770)  0.090
H (1.428, -0.549, -4.526)  0.103
H (0.169, -0.091, -2.475)  0.092
N (-4.630, 1.986, -1.097)  0.179
C (-4.073, 2.572, 0.002)  -0.509
O (-3.027, 2.115, 0.500)  -0.056
C (-4.734, 3.738, 0.545)  -0.219
C (-4.197, 4.369, 1.685)  -0.248
N (-3.766, 4.886, 2.629)  0.103
C (-5.941, 4.214, 0.007)  -0.293
N (-6.948, 4.582, -0.438)  0.073
H (-5.555, 2.272, -1.371)  0.080
H (-4.358, 1.032, -1.330)  0.064
S (-1.840, 1.835, 3.580)  0.992
C (-1.011, 3.162, 2.893)  -0.399
C (0.110, 2.720, 2.264)  -0.246
N (0.323, 1.362, 2.314)  -0.006
C (-0.617, 0.785, 3.005)  -0.512
H (-1.429, 4.156, 2.923)  0.039
H (0.801, 3.347, 1.716)  0.090
H (-0.658, -0.285, 3.172)  0.048